Computed, not measured: a structure of composition C3H6N3, with ωB97M-V/def2-TZVPD.

## Properties
* LUMO (spin up / spin down): -5.305 / -5.305 eV
* orbital gap (spin up / spin down): 0.3072 / 0.3072 hartree
* ΔE to the lowest compared entry with this formula, charge and spin: 73.8 kcal per mole
* E: -7668.178 eV
* multiplicity: 1
* charge: +1
* maximum force: 6.82 eV/A

The geometry in XYZ format:
```
12
Properties=species:S:1:pos:R:3:forces:R:3
C -0.957 -1.096 0.341 -1.214 -0.549 1.411
C 0.822 0.916 0.210 -0.861 1.127 -2.635
C 0.753 -0.141 -0.909 1.647 2.251 1.608
N -1.325 0.037 0.794 -2.059 -1.901 1.443
N 0.066 -1.133 -0.533 -0.017 -0.154 -0.664
N -0.542 1.000 0.819 -2.058 6.490 -0.384
H -1.585 -1.939 0.515 -0.057 -0.532 -0.289
H 1.518 0.527 0.895 0.830 -0.136 1.367
H 1.098 1.927 -0.166 0.055 -0.873 0.396
H 1.405 -0.225 -1.772 -0.307 0.320 -0.064
H 0.065 -1.907 -1.104 0.069 -2.431 -1.685
H -1.320 2.036 0.910 3.974 -3.611 -0.505
```
Positions in Å, forces in eV/Å.